A molecular structure, C13H37N2O4SiW in a non-equilibrium geometry. Source: the Open Molecules 2025 dataset; level of theory: wB97M-V/def2-TZVPD.

Cartesian coordinates (Å):
1 W 0.0000 0.0000 0.0000
2 Si -1.2691 -0.6879 2.8399
3 O -1.3125 0.9069 2.9934
4 O -0.0600 -1.2372 3.7337
5 O -0.9531 -0.9478 1.2991
6 O -2.6674 -1.3096 3.3137
7 N 1.8761 -1.1057 0.6528
8 N 0.6362 0.1190 -2.1701
9 C -1.6453 2.0217 3.5153
10 C -0.2755 -2.2159 5.8055
11 C -1.0337 3.1557 2.6718
12 C -4.9474 -1.0691 3.3784
13 C -3.7826 -2.5091 1.6814
14 C 1.9358 -1.6911 4.7508
15 C 0.4854 -2.1185 4.4736
16 C 0.4850 -3.4777 3.7525
17 C -3.1745 2.1604 3.5150
18 C -3.7628 -3.1561 4.1128
19 C -3.7359 -1.9797 3.1246
20 C -1.1005 2.1097 4.9496
21 C -1.7819 0.8739 -0.5121
22 H 1.0383 -3.4086 2.7918
23 H -4.7107 -3.0962 1.5116
24 H -5.8967 -1.6290 3.2378
25 H -4.9419 -0.2071 2.6769
26 H 0.0074 2.0168 4.9516
27 H 2.5105 -1.6077 3.8039
28 H -3.7632 -1.6654 0.9578
29 H -0.5516 -3.8028 3.5314
30 H -0.2754 -1.2329 6.3256
31 H -0.0951 0.5857 -2.7253
32 H -1.6387 1.6427 -1.2925
33 H 2.1572 -0.7670 1.5828
34 H -3.4794 3.1449 3.9307
35 H -2.3972 0.0422 -0.9127
36 H -2.8901 -3.8226 3.9522
37 H -4.6896 -3.7556 3.9854
38 H -1.3272 -2.5181 5.6340
39 H -3.6313 1.3656 4.1376
40 H 1.7301 -2.1192 0.7638
41 H 0.3594 1.3528 0.6091
42 H -1.5223 1.2960 5.5770
43 H 2.4485 -2.4328 5.4022
44 H -2.9082 -3.1654 1.4796
45 H -1.3714 3.0861 5.4083
46 H -4.9277 -0.6763 4.4185
47 H 0.0747 3.0717 2.6476
48 H -3.7297 -2.7838 5.1600
49 H 1.9615 -0.7018 5.2589
50 H -2.2982 1.3250 0.3476
51 H 1.4856 0.6860 -2.2986
52 H 0.8212 -0.7759 -2.6457
53 H 0.9705 -4.2549 4.3820
54 H 0.1999 -2.9670 6.4737
55 H 2.7051 -1.0009 0.0532
56 H -1.4037 3.1151 1.6253
57 H -3.5732 2.0767 2.4803
58 H -1.3001 4.1499 3.0914

Values from the calculation:
Energy above the lowest of the compared OMol25 structures with the same formula, charge and spin: 0.476 eV
Total charge: +1
HOMO-LUMO gap (alpha / beta): 7.38 / 8.53 eV
LUMO level (alpha / beta): -0.148 / -0.131 Eh
2S+1: 3

***

4 unconnected molecules or ions with the total composition C13H37NO14P3 in a non-equilibrium geometry. Source: the Open Molecules 2025 dataset; level of theory: wB97M-V/def2-TZVPD.

Cartesian coordinates (Å):
1 P -2.5173 3.4439 -2.0928
2 P -1.0382 -3.6262 3.0034
3 P 3.9200 0.6637 1.8241
4 O -2.5114 -4.0359 2.3826
5 O -1.1566 -2.2984 3.7588
6 O 3.3575 -0.3374 0.5302
7 O -2.5729 2.9081 -3.5271
8 O 2.4249 1.3564 1.9152
9 O -3.9266 3.0770 -1.3165
10 O -3.1740 4.9594 -2.6073
11 O 1.1971 -1.3330 -2.4167
12 O -1.8605 1.9284 -1.5782
13 O 4.4825 1.6648 3.1181
14 O -1.3827 -4.5086 4.4510
15 O -0.6937 -2.7439 1.5558
16 O 4.7794 1.4401 0.8210
17 O 2.7457 -2.3604 -4.0072
18 N 2.4276 0.9767 -3.9978
19 C -1.3346 1.9248 -0.2670
20 C 0.3813 -0.4646 -3.2832
21 C 1.0120 1.0656 -3.4693
22 C 2.5907 -1.4318 -2.8766
23 C 4.2852 3.0688 3.0354
24 C 2.6597 -1.4961 0.9376
25 C -0.2125 -3.5282 0.4839
26 C -4.2533 3.8067 -0.1507
27 C -4.4334 4.9744 -3.2636
28 C -2.7246 -5.3824 2.0088
29 C -2.5989 -4.2523 5.1382
30 C 3.3109 -0.0027 -3.2329
31 C 1.6251 1.0663 3.0441
32 H 3.2070 -1.9030 -1.9740
33 H -4.7994 3.9752 -3.5138
34 H -0.6645 2.7779 -0.1229
35 H 0.7456 0.5025 2.7278
36 H 3.8285 0.4899 -2.2816
37 H -3.5553 4.6318 0.0205
38 H -4.2400 3.1359 0.7103
39 H 4.2090 -0.2620 -3.9756
40 H -3.6359 -5.7395 2.4960
41 H -3.1407 -3.3880 4.7450
42 H 0.0860 -0.9433 -4.3143
43 H -4.3444 5.5630 -4.1802
44 H 0.3330 1.6291 -4.2562
45 H -2.3761 -4.0846 6.1950
46 H -5.1583 5.4621 -2.6082
47 H -0.6476 -0.2963 -2.7018
48 H -1.0164 -4.1359 0.0640
49 H 2.1756 0.4906 3.7942
50 H -1.8878 -6.0227 2.3039
51 H 3.2250 -2.0307 1.7071
52 H 1.6723 -1.2324 1.3215
53 H -5.2627 4.2113 -0.2639
54 H -0.7725 0.9992 -0.1174
55 H 1.2954 2.0089 3.4894
56 H 1.9860 -3.0319 -3.9100
57 H 0.6028 -4.1754 0.8212
58 H -2.1408 1.9605 0.4682
59 H 3.9162 3.3941 2.0591
60 H 3.5635 3.3616 3.8011
61 H 0.9197 1.5868 -2.4119
62 H 2.8510 1.9303 -4.0273
63 H 5.2341 3.5693 3.2443
64 H 0.1602 -2.8616 -0.2983
65 H -3.2354 -5.1359 5.0546
66 H -2.8609 -5.4393 0.9273
67 H 2.5292 -2.1495 0.0709
68 H 2.3904 0.6287 -4.9855

Values from the calculation:
Total charge: +1
HOMO-LUMO gap: 6.22 eV
LUMO level: -0.198 Eh

***

A molecular structure, C13H38BrCl2GaO11P. Source: the Open Molecules 2025 dataset; level of theory: wB97M-V/def2-TZVPD.

Cartesian coordinates (Å):
1 Br 1.0934 -0.0990 -3.4977
2 Ga -0.6432 0.3678 -0.4571
3 Cl -1.2264 2.3297 2.2845
4 Cl -3.5806 1.7517 -0.4263
5 P -0.7933 0.9752 -2.7516
6 O 1.1221 5.0126 2.9930
7 O -4.3622 -5.7213 2.1796
8 O -1.6704 -4.8253 4.1541
9 O 3.5329 5.2921 1.5479
10 O 1.9255 0.2837 -8.7212
11 O -2.6024 -2.4539 5.3713
12 O 3.1998 0.2734 -6.2123
13 O -3.0020 -3.2635 1.7808
14 O 4.1703 1.6154 -2.6226
15 O -0.2629 2.5655 -2.8787
16 O 2.4844 3.2633 -4.1940
17 C 3.1272 -0.9077 -7.0027
18 C 3.4742 2.7305 -2.0613
19 C 2.2603 4.2036 3.2875
20 C -2.4557 1.0665 1.9260
21 C -1.4316 -3.1056 5.8337
22 C -4.8523 -4.7368 1.2687
23 C 3.1169 4.0269 2.0527
24 C -4.4151 -3.3514 1.6913
25 C -2.4627 0.6374 0.4777
26 C 3.2331 3.7930 -3.1088
27 C -1.4873 -4.5921 5.5489
28 C -2.1939 -0.1097 2.8450
29 C 1.9014 -0.8688 -7.8895
30 H 2.7672 5.8747 1.6424
31 H 4.0124 3.4500 2.2853
32 H 0.6004 1.1179 0.2090
33 H 0.9958 -0.8487 -7.2707
34 H -3.4093 1.4912 2.1910
35 H 0.5473 4.4883 2.4219
36 H 5.0874 1.8615 -2.7858
37 H 0.5525 2.5997 -3.4145
38 H -2.4857 0.1726 3.8457
39 H -2.6961 -4.0978 2.1628
40 H 2.2582 1.0008 -8.1638
41 H -4.7477 -2.6085 0.9658
42 H -4.4210 -4.9835 0.3001
43 H -0.8544 -4.5769 3.7025
44 H 4.1926 4.1792 -3.4832
45 H 2.8231 2.3689 -4.3475
46 H 2.4895 0.2227 -5.5557
47 H -2.3528 -5.0340 6.0410
48 H -4.8542 -3.1057 2.6703
49 H 1.9431 3.2323 3.6794
50 H -1.3526 -2.9301 6.9071
51 H -0.5816 -5.0931 5.9058
52 H 2.5199 2.3402 -1.7081
53 H 2.8175 4.7344 4.0596
54 H -2.8036 -2.8322 4.5033
55 H 3.1183 -1.7958 -6.3619
56 H 4.0289 -0.9217 -7.6153
57 H -0.3248 -1.2099 -0.4481
58 H -5.9436 -4.7932 1.1960
59 H 2.5486 3.4958 1.2793
60 H -4.8283 -5.6147 3.0163
61 H 1.8652 -1.7465 -8.5364
62 H 2.6632 4.6217 -2.6883
63 H -1.1500 -0.3914 2.8534
64 H 4.0289 3.1339 -1.2078
65 H -2.7531 -0.9709 2.5238
66 H -2.9429 -0.3255 0.4666
67 H -0.5577 -2.6589 5.3400

Values from the calculation:
Total charge: -1
HOMO-LUMO gap: 6.29 eV
LUMO level: 0.080 Eh

***

A molecular structure, C13H38ClIrPrSi4 in a non-equilibrium geometry. Source: the Open Molecules 2025 dataset; level of theory: wB97M-V/def2-TZVPD.

Cartesian coordinates (Å):
1 Ir 0.6952 0.0790 -4.7404
2 Pr 0.0000 0.0000 0.0000
3 Cl 0.0002 1.6065 -1.3919
4 Si 2.8823 -0.5413 2.9935
5 Si -0.6120 -0.4334 4.1975
6 Si 0.8916 0.4881 2.7522
7 Si 0.9968 2.7275 2.9866
8 C 2.1807 3.4652 1.7461
9 C -0.6745 3.4783 2.6301
10 C 1.0862 -1.5917 -5.4850
11 C 1.5451 3.2207 4.7005
12 C -0.2440 -0.0255 5.9836
13 C 2.2915 1.2220 -3.9848
14 C -1.7041 -0.9206 0.2665
15 C 2.7721 -2.2662 2.2830
16 C 4.2316 0.3434 2.0615
17 C -0.6063 -2.2942 4.0505
18 C 3.3805 -0.6471 4.7874
19 C -2.3554 0.1572 3.8808
20 C -1.3211 0.6718 -4.6430
21 H 1.6005 4.3267 4.7614
22 H -2.0729 -1.3409 -0.6784
23 H -1.4714 1.6603 -4.1868
24 H 2.1664 4.5694 1.8453
25 H -1.3809 -2.7143 4.7244
26 H 3.7560 -2.7681 2.3866
27 H 2.6395 -1.2574 5.3387
28 H -1.6357 -1.7369 0.9949
29 H -1.8912 -0.0709 -4.0608
30 H 0.7691 -0.3683 6.2632
31 H 3.0233 1.4184 -4.7854
32 H -0.9980 3.1905 1.6084
33 H -3.0405 -0.3437 4.5953
34 H -2.4755 -0.2209 0.6145
35 H 2.0081 -2.8608 2.8150
36 H -0.3267 1.0647 6.1441
37 H 4.3725 -1.1373 4.8640
38 H 3.2080 3.1092 1.9335
39 H -2.6670 -0.0962 2.8536
40 H 0.8147 2.8617 5.4480
41 H 2.5015 -2.2042 1.2095
42 H 0.3302 -2.2800 -5.8885
43 H -1.7579 0.6838 -5.6549
44 H 3.9492 0.4434 0.9936
45 H 5.1706 -0.2412 2.1447
46 H -0.8228 -2.5996 3.0087
47 H 2.1012 -2.0063 -5.5635
48 H -0.9898 -0.5341 6.6299
49 H 4.3996 1.3383 2.5130
50 H 2.5426 2.7864 4.9131
51 H 3.4346 0.3716 5.2227
52 H 0.3807 -2.6848 4.3629
53 H -0.6009 4.5832 2.6953
54 H 1.9830 2.1835 -3.5513
55 H -1.4152 3.1271 3.3704
56 H 2.8190 0.6430 -3.2089
57 H -2.4243 1.2488 4.0352
58 H 1.8676 3.1828 0.7204

Values from the calculation:
HOMO-LUMO gap (alpha / beta): 4.43 / 6.10 eV
LUMO level (alpha / beta): 0.000 / -0.080 Eh
2S+1: 8